{"formula": "C31H55CrO6Si", "method": "ωB97M-V/def2-TZVPD", "symbols": ["O", "C", "C", "H", "H", "C", "H", "H", "C", "H", "H", "H", "C", "H", "H", "H", "Cr", "C", "C", "C", "H", "C", "C", "H", "H", "H", "H", "C", "C", "C", "H", "C", "C", "H", "H", "H", "H", "O", "C", "C", "H", "H", "C", "H", "H", "C", "H", "H", "H", "H", "C", "C", "C", "C", "O", "Si", "O", "O", "C", "C", "C", "C", "O", "C", "C", "C", "C", "H", "H", "H", "H", "H", "H", "H", "H", "H", "H", "H", "H", "H", "H", "H", "H", "H", "H", "H", "H", "H", "H", "H", "H", "H", "H", "H"], "positions_angstrom": [[-1.15306, 2.26673, -4.84600], [-1.62965, 1.43830, -6.00591], [-2.25117, 2.53451, -6.79141], [-2.36146, 0.72186, -5.66252], [-0.77798, 0.94352, -6.48708], [-1.70587, 3.36883, -5.59188], [-3.34225, 2.55890, -6.84513], [-1.72199, 2.66781, -7.73875], [-2.75636, 4.07477, -4.74212], [-3.27080, 3.36409, -4.07629], [-3.49296, 4.57024, -5.38949], [-2.21128, 4.81383, -4.13628], [-0.67343, 4.32821, -6.15808], [0.19108, 3.78556, -6.55448], [-0.37230, 5.02961, -5.38197], [-1.13334, 4.87631, -6.99337], [0.60274, 1.42515, -0.43052], [2.81668, 1.03523, -0.01330], [2.34701, -0.15057, -0.66877], [1.80478, 0.21736, -1.93634], [2.47612, -1.16746, -0.32679], [1.91515, 1.66897, -2.07689], [2.58298, 2.15735, -0.89439], [2.92364, 3.16811, -0.69579], [3.40397, 1.01349, 0.89414], [1.57968, -0.51864, -2.70716], [1.65067, 2.22827, -2.97313], [-0.04771, 2.66855, 1.21778], [0.26584, 3.49521, 0.07069], [-0.62252, 3.10069, -1.01442], [0.93780, 4.35244, 0.06973], [-1.63967, 2.23114, -0.42868], [-1.26647, 1.93725, 0.91259], [-1.83781, 1.34821, 1.61982], [0.48938, 2.63384, 2.16564], [-0.60707, 3.44248, -2.06030], [-2.57883, 1.93262, -0.91812], [-3.11592, 0.27681, -3.72800], [-1.83537, 0.24607, -3.03170], [-0.82339, -0.41928, -3.94917], [-1.96677, -0.28696, -2.09324], [-1.48905, 1.24445, -2.77683], [-1.66516, -1.51142, -4.54860], [0.10710, -0.76508, -3.53861], [-0.51538, 0.30905, -4.68308], [-3.13061, -0.96605, -4.54508], [-1.60756, -2.32720, -3.80143], [-1.18894, -1.88787, -5.46464], [-3.77180, -1.71583, -4.02282], [-3.61195, -0.84874, -5.54679], [-0.67043, -5.01098, 1.96262], [-0.65533, -3.72587, 2.77741], [-1.99701, -3.01073, 2.66546], [-0.40150, -4.12861, 4.22204], [0.40896, -2.89356, 2.25648], [0.56855, -1.23525, 2.15947], [-0.01311, -0.54481, 0.84683], [-0.16938, -0.75787, 3.55236], [-0.04046, 0.20445, 4.62039], [-1.29124, 1.08208, 4.63420], [0.02771, -0.57195, 5.93812], [1.20323, 1.06467, 4.45104], [2.21496, -0.99496, 2.31762], [3.22504, -1.88206, 2.87566], [4.55636, -1.12653, 2.85324], [2.85461, -2.25873, 4.30289], [3.35216, -3.12428, 1.99860], [-1.48644, -5.65138, 2.31774], [0.27651, -5.55847, 2.06251], [-0.85298, -4.80627, 0.90057], [-2.03903, -2.15091, 3.34312], [-2.16997, -2.67471, 1.63589], [-2.80792, -3.70750, 2.92330], [0.53122, -4.70117, 4.32182], [-0.36539, -3.26208, 4.89243], [-1.22100, -4.78526, 4.55065], [-2.19404, 0.47462, 4.78439], [-1.22504, 1.80475, 5.45987], [-1.39972, 1.66059, 3.70455], [0.90611, -1.23402, 5.95563], [0.09751, 0.12041, 6.79131], [-0.87474, -1.18976, 6.07135], [2.12021, 0.46295, 4.43046], [1.14904, 1.65630, 3.53433], [1.26191, 1.76759, 5.29575], [4.51567, -0.23008, 3.48691], [5.36769, -1.76074, 3.24032], [4.83626, -0.83889, 1.83080], [1.87700, -2.76139, 4.34289], [3.61056, -2.94388, 4.72272], [2.82608, -1.37672, 4.95229], [2.40703, -3.68650, 2.00581], [3.60330, -2.84310, 0.96625], [4.15831, -3.78009, 2.36682]], "lowdin_spin": [0.0002, 0.0000, 0.0000, 0.0000, 0.0000, 0.0000, 0.0000, 0.0000, 0.0001, 0.0001, 0.0000, 0.0000, 0.0000, 0.0000, 0.0000, 0.0000, 3.4920, 0.0441, 0.0440, 0.0564, 0.0034, 0.0065, 0.0375, 0.0048, 0.0054, 0.0086, 0.0022, 0.0386, 0.0366, 0.0057, 0.0054, 0.0686, 0.0308, 0.0026, 0.0065, 0.0018, 0.0070, 0.0013, 0.0074, 0.0017, 0.0026, 0.0044, 0.0001, 0.0010, 0.0000, 0.0002, 0.0000, 0.0000, 0.0000, 0.0001, 0.0000, 0.0001, 0.0004, 0.0001, 0.0024, 0.0059, 0.0597, 0.0007, 0.0002, 0.0004, 0.0000, 0.0001, 0.0001, -0.0001, 0.0003, 0.0000, 0.0001, 0.0000, 0.0000, 0.0000, 0.0000, 0.0003, 0.0000, 0.0000, 0.0000, 0.0000, 0.0000, 0.0000, 0.0004, 0.0000, 0.0000, 0.0000, 0.0000, 0.0002, 0.0000, 0.0000, 0.0000, 0.0003, 0.0000, 0.0000, 0.0000, 0.0000, 0.0002, 0.0000], "orbital_gap_ev": [4.44, 6.88], "multiplicity": 5, "e_tot_ev": -81625.84270, "homo_ev": [-1.99, -4.42], "e_lumo_ev": [2.45, 2.45], "max_force_ha_per_bohr": 0.057, "s2": 6.03, "total_charge": -1}

{"formula": "C31H55N6O21P", "method": "ωB97M-V/def2-TZVPD", "symbols": ["H", "N", "C", "N", "N", "C", "C", "C", "C", "C", "C", "N", "C", "C", "C", "O", "C", "P", "N", "O", "O", "C", "C", "N", "H", "H", "H", "H", "H", "H", "H", "H", "H", "H", "H", "H", "H", "H", "H", "H", "H", "H", "C", "O", "C", "O", "O", "C", "H", "H", "H", "H", "H", "H", "C", "O", "C", "O", "O", "C", "H", "H", "H", "H", "H", "H", "C", "O", "C", "O", "O", "C", "H", "H", "H", "H", "H", "H", "C", "O", "C", "O", "O", "C", "H", "H", "H", "H", "H", "H", "C", "O", "C", "O", "O", "C", "H", "H", "H", "H", "H", "H", "C", "O", "C", "O", "O", "C", "H", "H", "H", "H", "H", "H"], "positions_angstrom": [[-0.08941, 1.19509, -2.04338], [-1.00346, 0.81078, -2.27492], [-1.92571, 1.56352, -1.83948], [-1.76221, 2.75920, -1.08140], [-3.27453, 1.24645, -2.11781], [-3.75887, 1.82837, -3.39483], [-4.99421, 1.07589, -3.87163], [-5.39261, 1.28467, -5.33829], [-4.23197, 1.26235, -6.33082], [-3.51107, 2.58111, -6.49222], [-2.26611, 2.60004, -7.21439], [-1.55108, 3.66765, -7.40343], [-2.05172, 4.82240, -6.85959], [-1.32995, 6.01396, -6.99128], [-1.80654, 7.17356, -6.45864], [-1.06569, 8.32185, -6.60266], [-3.06695, 7.19831, -5.79743], [-3.85191, 8.65930, -5.09374], [-5.39613, 8.56981, -5.17375], [-3.16281, 9.91963, -5.78715], [-3.28555, 8.69256, -3.58836], [-3.77582, 6.03315, -5.66266], [-3.28239, 4.82490, -6.17174], [-4.00880, 3.67762, -5.99593], [-1.91979, 3.56933, -1.66882], [-0.83751, 2.81310, -0.67348], [-3.83363, 1.60267, -1.35151], [-2.92857, 1.73146, -4.09480], [-4.00631, 2.88502, -3.25065], [-4.86062, 0.01524, -3.65096], [-5.83646, 1.40509, -3.25399], [-5.98290, 2.19074, -5.47600], [-6.05714, 0.45872, -5.60584], [-3.48919, 0.51997, -6.01941], [-4.59177, 0.96474, -7.31959], [-1.89365, 1.66504, -7.62966], [-0.38686, 6.00987, -7.52322], [-0.54428, 8.47349, -5.80679], [-5.80531, 9.32241, -5.71281], [-3.38908, 10.71922, -5.29139], [-3.09868, 7.80440, -3.26302], [-4.74568, 6.04772, -5.17971], [1.14282, -1.34289, -1.47209], [2.13569, -1.80466, -0.54316], [1.70519, -2.71587, 0.32464], [0.59179, -3.16482, 0.38680], [2.72607, -3.04461, 1.12117], [2.39163, -4.02465, 2.11303], [1.64129, -0.61565, -2.10563], [0.77667, -2.16631, -2.08060], [0.31364, -0.88046, -0.94742], [2.08060, -4.95541, 1.64360], [1.60420, -3.65811, 2.76711], [3.29455, -4.18873, 2.69346], [3.35222, -6.38480, 7.67641], [2.87395, -5.11576, 8.13384], [2.35168, -4.34610, 7.17896], [2.26331, -4.63227, 6.01380], [1.94117, -3.21033, 7.73470], [1.37205, -2.27949, 6.80468], [3.73782, -6.89047, 8.55714], [2.54044, -6.96497, 7.24315], [4.14882, -6.25340, 6.94714], [0.49841, -2.70633, 6.31799], [2.11154, -1.99060, 6.06007], [1.07272, -1.41289, 7.38480], [-3.00643, -1.67557, 4.29314], [-3.50746, -0.45862, 4.85875], [-2.88149, -0.06698, 5.96447], [-1.96734, -0.64065, 6.49846], [-3.43673, 1.06891, 6.38192], [-2.85650, 1.60536, 7.57416], [-3.60924, -1.86101, 3.41007], [-1.96135, -1.56545, 4.01115], [-3.11481, -2.49769, 4.99747], [-1.80411, 1.83435, 7.41881], [-2.96317, 0.90588, 8.40072], [-3.40686, 2.51670, 7.78593], [5.50144, -2.57276, -0.15072], [6.45650, -1.67152, 0.43090], [6.73516, -0.61306, -0.31970], [6.27119, -0.36542, -1.40237], [7.62657, 0.13993, 0.33022], [8.01858, 1.32013, -0.37363], [5.37244, -3.37683, 0.56506], [4.55598, -2.07046, -0.31865], [5.88753, -2.97221, -1.08772], [7.16042, 1.96583, -0.54959], [8.48510, 1.06482, -1.32302], [8.73554, 1.82308, 0.26830], [1.39151, 2.48141, -8.03256], [1.61205, 1.06807, -8.13115], [2.78156, 0.66261, -7.64178], [3.62368, 1.36787, -7.15114], [2.86106, -0.66010, -7.78495], [4.07708, -1.23050, -7.29141], [0.41738, 2.67577, -8.46063], [1.39898, 2.79562, -6.99098], [2.15302, 3.02424, -8.59050], [4.18436, -1.04208, -6.22516], [4.93453, -0.82450, -7.82412], [3.99786, -2.29774, -7.47394], [-0.69573, -9.41468, 11.61142], [0.22826, -8.47083, 12.15910], [0.47829, -7.42719, 11.36745], [0.00083, -7.24408, 10.27774], [1.34472, -6.63119, 11.98583], [1.69500, -5.45569, 11.24289], [-0.79774, -10.19580, 12.35847], [-1.66062, -8.94585, 11.42943], [-0.31112, -9.83488, 10.68428], [0.81711, -4.83787, 11.06543], [2.15594, -5.71768, 10.29726], [2.40569, -4.91255, 11.85848]], "lowdin_charge": [0.0419, 0.1449, -0.5455, 0.1005, 0.0065, -0.2182, -0.1862, -0.2017, -0.1481, -0.2552, -0.0513, 0.1351, -0.1978, 0.0587, -0.2958, 0.0311, -0.1807, 0.4839, -0.1568, -0.1306, -0.1419, -0.0102, -0.1908, 0.1891, 0.0807, 0.0765, 0.1119, 0.1042, 0.1127, 0.1137, 0.1115, 0.1041, 0.1080, 0.1251, 0.1229, 0.1248, 0.1332, 0.1180, -0.0161, 0.0910, 0.0759, 0.1121, -0.0409, -0.0098, -0.6225, 0.1308, -0.0220, -0.0261, 0.0901, 0.1022, 0.0709, 0.0995, 0.0947, 0.0935, -0.0326, -0.0207, -0.6220, 0.1196, 0.0088, -0.0301, 0.0922, 0.1013, 0.0971, 0.0944, 0.0968, 0.0927, -0.0310, 0.0073, -0.6269, 0.1138, 0.0061, -0.0381, 0.0944, 0.0955, 0.0976, 0.0962, 0.0971, 0.0931, -0.0242, 0.0135, -0.6263, 0.1219, 0.0006, -0.0438, 0.0902, 0.0740, 0.1011, 0.0958, 0.0963, 0.0917, -0.0461, 0.0022, -0.6287, 0.1223, 0.0020, -0.0380, 0.0618, 0.0957, 0.0982, 0.0972, 0.0967, 0.0923, -0.0407, 0.0025, -0.6271, 0.1223, 0.0083, -0.0220, 0.0924, 0.0968, 0.0963, 0.1030, 0.0699, 0.0976], "orbital_gap_ev": 8.55, "e_tot_ev": -94267.47693, "homo_ev": -9.07, "e_lumo_ev": -0.53, "max_force_ha_per_bohr": 0.024, "smiles": "[H]/N=C(\\N)NCCCCc1cnc2cc(O)c(P(=N)(O)O)cc2n1.COC(=O)OC.COC(=O)OC.COC(=O)OC.COC(=O)OC.COC(=O)OC.COC(=O)OC", "total_charge": 0}

Number 1 is which compound?
C31H55CrO6Si